1.
The following is a DFT calculation (ωB97M-V/def2-TZVPD) of one molecule with the formula C21H18ClN3O2S in a non-equilibrium geometry.

Last column: Löwdin charge in e.
Geometry (Å):
C (-1.98, -3.73, -0.90)  -0.014
C (-1.11, -2.63, -0.41)  -0.336
C (-1.48, -1.57, 0.39)  -0.386
S (-0.12, -0.55, 0.69)  1.128
C (0.86, -1.63, -0.30)  -0.450
N (0.19, -2.62, -0.76)  0.125
C (2.31, -1.43, -0.55)  -0.457
O (2.95, -2.22, -1.21)  0.100
N (2.80, -0.29, 0.03)  0.109
C (4.11, 0.20, -0.01)  -0.217
C (4.37, 1.39, 0.67)  -0.024
C (5.64, 1.93, 0.68)  -0.107
C (6.66, 1.28, 0.00)  -0.684
C (6.42, 0.10, -0.67)  -0.093
C (5.14, -0.44, -0.68)  0.000
H (4.95, -1.36, -1.20)  0.103
H (7.22, -0.40, -1.19)  0.108
Cl (8.25, 1.96, 0.01)  0.665
H (5.83, 2.85, 1.20)  0.105
H (3.57, 1.89, 1.20)  0.112
H (2.16, 0.28, 0.55)  0.083
C (-2.80, -1.26, 1.03)  -0.486
C (-2.83, -1.85, 2.44)  0.005
H (-2.65, -2.92, 2.40)  0.092
H (-2.06, -1.38, 3.05)  0.089
H (-3.80, -1.67, 2.89)  0.096
C (-3.17, 0.23, 1.00)  -0.053
C (-4.44, 0.20, 0.19)  -0.221
N (-4.75, -0.98, -0.18)  0.141
O (-3.85, -1.90, 0.25)  -0.075
C (-5.24, 1.36, -0.15)  -0.171
C (-6.40, 1.21, -0.91)  -0.022
C (-7.17, 2.31, -1.23)  -0.076
C (-6.79, 3.57, -0.81)  -0.086
C (-5.64, 3.73, -0.06)  -0.082
C (-4.86, 2.64, 0.27)  -0.032
H (-3.96, 2.77, 0.86)  0.107
H (-5.34, 4.72, 0.27)  0.103
H (-7.39, 4.43, -1.06)  0.102
H (-8.07, 2.18, -1.81)  0.104
H (-6.68, 0.22, -1.23)  0.110
H (-3.34, 0.63, 2.00)  0.132
H (-2.40, 0.84, 0.51)  0.101
H (-2.56, -3.39, -1.75)  0.091
H (-2.67, -4.05, -0.12)  0.077
H (-1.35, -4.56, -1.21)  0.084

Output
DFT total energy: -53991.6242 eV
Gap between HOMO and LUMO: 8.35 eV
LUMO energy: -0.2 eV
HOMO: -8.5 eV
Max |F|: 0.02529 Eh/bohr
SMILES string: Cc1nc(C(=O)Nc2ccc(Cl)cc2)sc1[C@@]1(C)CC(c2ccccc2)=NO1


2.
The following is a DFT calculation (ωB97M-V/def2-TZVPD) of one molecule with the formula C21H18FNO4 in a non-equilibrium geometry.

Last column: Löwdin charge in e.
Geometry (Å):
O (-1.09, 0.31, -3.87)  0.067
O (-4.79, -1.93, 1.30)  0.051
F (5.46, 2.31, 2.69)  -0.002
O (-3.01, -2.61, 2.51)  0.118
O (-0.37, 1.81, -2.26)  -0.021
C (-0.49, 0.60, -2.80)  -0.480
C (-3.61, -2.33, 1.34)  -0.462
C (-1.07, 1.19, 1.93)  -0.019
C (-2.15, 0.58, 1.32)  -0.059
C (0.12, 0.78, 1.26)  -0.097
C (-1.73, -0.24, 0.32)  -0.193
C (2.21, -2.01, -2.64)  -0.084
C (2.23, -2.22, -1.28)  -0.042
C (3.31, 1.58, 3.40)  0.020
C (3.80, 2.01, 1.04)  -0.025
C (1.92, 1.18, 3.07)  0.032
C (2.55, 1.47, 0.71)  -0.027
C (1.29, -1.08, -3.10)  0.027
C (1.36, -1.48, -0.42)  -0.017
C (4.14, 1.96, 2.34)  -0.275
C (1.55, 1.08, 1.65)  -0.137
C (0.41, -0.35, -2.18)  -0.040
C (0.46, -0.56, -0.75)  -0.207
N (-0.38, -0.01, 0.18)  0.037
C (-1.55, 2.70, -2.44)  -0.014
C (-2.88, -2.40, -0.04)  -0.123
C (-2.67, -1.09, -0.57)  -0.150
H (-3.67, -2.48, 3.21)  0.125
H (-1.05, 1.75, 2.77)  0.064
H (-3.30, 0.70, 1.58)  0.161
H (2.75, -2.62, -3.33)  0.103
H (2.79, -3.13, -1.03)  0.111
H (3.79, 1.44, 4.39)  0.115
H (4.56, 2.29, 0.30)  0.130
H (1.20, 0.94, 3.81)  0.087
H (2.30, 1.29, -0.39)  0.134
H (1.06, -0.88, -4.15)  0.121
H (1.34, -1.84, 0.61)  0.134
H (-1.36, 3.56, -1.74)  0.100
H (-1.57, 3.08, -3.48)  0.088
H (-2.60, 2.27, -2.22)  0.120
H (-3.57, -2.98, -0.65)  0.128
H (-1.86, -2.96, -0.14)  0.160
H (-3.63, -0.62, -0.67)  0.118
H (-2.23, -1.06, -1.59)  0.124

Output
DFT total energy: -34464.4449 eV
Gap between HOMO and LUMO: 7.96 eV
Energy relative to the best compared isomer or geometry (same formula, charge and spin): 236.7 kJ/mol
LUMO energy: 0.0 eV
HOMO: -7.9 eV
Max |F|: 0.09050 Eh/bohr
SMILES string: COC(=O)c1ccccc1-n1c(CCC(=O)O)ccc1-c1ccc(F)cc1


3.
The following is a DFT calculation (ωB97M-V/def2-TZVPD) of C21H18MnN4O2STe as an isolated structure in a non-equilibrium geometry.

Last column: Löwdin spin population.
Geometry (Å):
Mn (0.30, 1.31, 0.02)  4.671
C (-2.08, 3.68, -3.03)  0.001
C (-3.16, 2.86, -3.28)  0.003
C (-3.31, 1.68, -2.55)  0.001
C (-2.35, 1.36, -1.60)  0.006
N (-1.29, 2.15, -1.39)  0.036
C (-1.16, 3.28, -2.07)  0.007
C (-2.44, 0.13, -0.75)  0.007
C (-3.46, -0.79, -0.84)  0.001
C (-3.42, -1.91, -0.01)  0.004
C (-2.38, -2.07, 0.88)  0.000
C (-1.39, -1.09, 0.92)  0.007
N (-1.44, -0.03, 0.12)  0.031
C (-0.20, -1.15, 1.84)  0.006
C (-0.07, -2.13, 2.81)  0.001
C (1.03, -2.08, 3.65)  0.003
C (1.96, -1.07, 3.50)  0.001
C (1.75, -0.13, 2.51)  0.007
N (0.70, -0.18, 1.69)  0.036
H (-1.94, 4.61, -3.56)  0.000
H (-3.90, 3.12, -4.02)  0.000
H (-4.15, 1.03, -2.74)  0.000
H (-0.29, 3.88, -1.83)  0.001
H (-4.27, -0.68, -1.54)  0.000
H (-4.19, -2.66, -0.08)  0.000
H (-2.32, -2.95, 1.50)  0.000
H (-0.81, -2.91, 2.91)  0.000
H (1.16, -2.84, 4.41)  0.000
H (2.82, -0.99, 4.15)  0.000
H (2.44, 0.70, 2.35)  0.001
N (2.25, 1.92, -1.25)  0.033
C (2.70, 3.25, -0.85)  0.003
C (2.10, 3.68, 0.49)  0.009
O (2.59, 4.63, 1.08)  0.009
O (1.08, 2.99, 0.86)  0.063
H (2.87, 1.18, -0.95)  0.002
H (2.18, 1.80, -2.26)  0.002
H (2.37, 3.98, -1.60)  0.000
H (3.79, 3.35, -0.79)  0.001
Te (0.97, -1.09, -2.13)  0.037
C (1.33, -2.60, -0.71)  0.003
C (2.40, -2.74, 0.15)  0.002
C (2.36, -3.93, 0.93)  0.000
C (1.26, -4.70, 0.66)  0.002
S (0.27, -3.94, -0.50)  0.002
H (3.21, -2.03, 0.18)  0.000
H (3.13, -4.21, 1.63)  0.000
H (1.01, -5.66, 1.09)  0.000

Output
DFT total energy: -81576.0278 eV
Gap between HOMO and LUMO (spin up / spin down): 5.63 / 5.70 eV
Energy relative to the best compared isomer or geometry (same formula, charge and spin): 0.0 kJ/mol
LUMO energy (spin up / spin down): -0.7 / -0.8 eV
Spin multiplicity: 6
HOMO (spin up / spin down): -6.3 / -6.5 eV
Max |F|: 0.02190 Eh/bohr


4.
The following is a DFT calculation (ωB97M-V/def2-TZVPD) of one molecule with the formula C21H18N4O5S in a non-equilibrium geometry.

Last column: Löwdin charge in e.
Geometry (Å):
C (5.57, 3.68, -0.13)  -0.008
N (4.72, 2.67, -0.71)  -0.099
N (3.47, 2.64, -0.27)  0.173
C (2.63, 1.77, -0.72)  -0.147
C (2.98, 0.81, -1.74)  -0.095
C (2.08, -0.11, -2.29)  -0.013
C (2.51, -0.98, -3.26)  -0.059
C (3.82, -0.96, -3.72)  -0.056
C (4.72, -0.05, -3.20)  0.004
C (4.31, 0.84, -2.21)  -0.059
C (5.26, 1.82, -1.67)  -0.379
O (6.42, 1.92, -1.99)  0.079
H (5.74, 0.00, -3.54)  0.122
H (4.14, -1.65, -4.49)  0.108
H (1.81, -1.69, -3.69)  0.106
H (1.06, -0.13, -1.95)  0.100
C (1.23, 1.81, -0.18)  -0.418
O (0.45, 2.69, -0.45)  0.110
N (0.96, 0.72, 0.60)  0.150
C (-0.25, 0.34, 1.17)  -0.214
C (-0.33, -0.94, 1.73)  -0.008
C (-1.53, -1.40, 2.24)  -0.054
C (-2.64, -0.58, 2.20)  -0.282
C (-2.57, 0.70, 1.69)  -0.043
C (-1.37, 1.17, 1.17)  0.008
H (-1.30, 2.16, 0.76)  0.107
H (-3.45, 1.32, 1.70)  0.123
S (-4.23, -1.22, 2.72)  0.647
O (-4.03, -2.49, 3.36)  -0.283
O (-4.96, -0.19, 3.38)  -0.279
N (-5.04, -1.53, 1.29)  -0.117
H (-5.25, -0.68, 0.79)  0.112
C (-4.53, -2.60, 0.46)  -0.152
C (-3.30, -2.23, -0.31)  -0.280
C (-2.16, -2.93, -0.59)  -0.025
C (-1.35, -2.06, -1.36)  -0.063
C (-2.05, -0.90, -1.49)  -0.119
O (-3.23, -1.00, -0.86)  0.040
H (-1.82, 0.02, -1.97)  0.127
H (-0.38, -2.28, -1.76)  0.093
H (-1.94, -3.93, -0.29)  0.115
H (-5.33, -2.91, -0.22)  0.134
H (-4.30, -3.42, 1.14)  0.125
H (-1.62, -2.38, 2.67)  0.120
H (0.55, -1.57, 1.75)  0.119
H (1.72, 0.06, 0.73)  0.152
H (6.41, 3.21, 0.38)  0.095
H (5.97, 4.32, -0.92)  0.095
H (4.97, 4.27, 0.56)  0.091

Output
DFT total energy: -49101.8241 eV
Gap between HOMO and LUMO: 8.58 eV
Energy relative to the best compared isomer or geometry (same formula, charge and spin): 42.7 kJ/mol
LUMO energy: -0.2 eV
HOMO: -8.7 eV
Max |F|: 0.02409 Eh/bohr
SMILES string: Cn1nc(C(=O)Nc2ccc(S(=O)(=O)NCc3ccco3)cc2)c2ccccc2c1=O


5.
The following is a DFT calculation (ωB97M-V/def2-TZVPD) of one molecule with the formula C21H18N6OS in a non-equilibrium geometry.

Last column: Löwdin charge in e.
Geometry (Å):
C (-8.45, -1.01, 1.57)  -0.095
H (-9.16, -1.61, 2.12)  0.068
H (-7.90, -0.39, 2.27)  0.075
H (-8.99, -0.35, 0.89)  0.073
C (-7.49, -1.90, 0.78)  -0.217
C (-6.50, -1.07, 0.02)  -0.245
C (-5.30, -0.70, 0.61)  0.041
C (-4.42, 0.11, -0.10)  -0.094
C (-4.75, 0.55, -1.41)  -0.185
C (-5.95, 0.18, -2.00)  -0.006
C (-6.81, -0.62, -1.27)  -0.033
H (-7.74, -0.92, -1.71)  0.115
H (-6.21, 0.51, -2.99)  0.110
N (-3.73, 1.34, -1.91)  0.165
C (-2.75, 1.42, -0.98)  -0.249
N (-1.61, 2.07, -1.05)  0.139
C (-0.87, 1.92, 0.06)  -0.666
N (-1.20, 1.25, 1.15)  0.000
N (-2.34, 0.62, 1.23)  0.112
C (-3.13, 0.67, 0.18)  -0.148
S (0.66, 2.76, 0.03)  0.982
C (1.48, 2.00, 1.49)  -0.351
C (2.39, 0.93, 1.04)  -0.421
N (2.08, -0.30, 0.75)  0.099
N (3.21, -0.90, 0.34)  0.102
C (4.17, -0.02, 0.40)  -0.286
C (5.55, -0.21, 0.06)  -0.155
C (6.47, 0.83, 0.16)  -0.013
C (7.79, 0.62, -0.17)  -0.038
C (8.23, -0.63, -0.60)  -0.276
C (7.31, -1.67, -0.69)  -0.036
C (5.99, -1.47, -0.36)  -0.012
H (5.27, -2.27, -0.43)  0.113
H (7.64, -2.64, -1.02)  0.114
C (9.67, -0.85, -0.97)  -0.052
H (10.00, -1.84, -0.65)  0.079
H (9.78, -0.79, -2.05)  0.086
H (10.31, -0.10, -0.52)  0.075
H (8.50, 1.44, -0.10)  0.111
H (6.14, 1.81, 0.49)  0.115
O (3.70, 1.18, 0.84)  0.131
H (2.04, 2.79, 1.99)  0.086
H (0.67, 1.60, 2.11)  0.070
H (-3.70, 1.77, -2.82)  0.169
H (-5.04, -1.03, 1.60)  0.128
H (-6.96, -2.56, 1.48)  0.110
H (-8.06, -2.53, 0.09)  0.108

Output
DFT total energy: -43892.2412 eV
Gap between HOMO and LUMO: 8.19 eV
Energy relative to the best compared isomer or geometry (same formula, charge and spin): 2.5 kJ/mol
LUMO energy: -0.1 eV
HOMO: -8.3 eV
Max |F|: 0.03112 Eh/bohr
SMILES string: CCc1ccc2[nH]c3nc(SCc4nnc(-c5ccc(C)cc5)o4)nnc3c2c1